# 1
This record from the OMol25 dataset describes C55H48N5O2PPdS2 as an isolated structure. The level of theory is wB97M-V/def2-TZVPD.

Atoms and positions in Å:
Pd 0.795 -0.128 -0.841
C 3.256 -3.005 0.644
C 3.548 -1.957 1.712
C 2.453 -1.923 2.774
C 3.754 -0.579 1.076
C 4.318 0.466 2.048
O 3.443 1.604 1.912
C 2.455 1.241 1.075
N 2.505 0.048 0.608
C 1.492 2.343 0.689
C 1.579 3.604 1.596
C -0.232 4.796 1.227
C -1.289 4.720 0.188
C -1.631 3.548 -0.369
C -1.051 2.260 -0.043
P -1.193 0.927 -1.107
C -1.807 1.564 -2.695
C -1.083 2.583 -3.316
C -1.536 3.145 -4.497
C -2.727 2.708 -5.065
C -3.464 1.713 -4.442
C -3.007 1.143 -3.259
C -2.446 -0.326 -0.648
C -2.581 -1.516 -1.360
C -3.535 -2.452 -0.988
C -4.365 -2.202 0.101
C -4.248 -1.010 0.802
C -3.293 -0.073 0.425
H 3.110 -3.991 1.092
H 4.078 -3.079 -0.072
H 2.353 -2.745 0.092
H 4.498 -2.215 2.195
H 1.509 -1.601 2.334
H 2.684 -1.238 3.592
H 2.309 -2.915 3.208
H 4.414 -0.689 0.211
H 5.327 0.788 1.800
H 4.288 0.144 3.089
H 2.365 3.594 2.346
H -0.473 5.570 1.961
H -1.811 5.624 -0.099
H -2.408 3.561 -1.127
H -0.178 2.960 -2.860
H -0.961 3.932 -4.968
H -3.084 3.152 -5.985
H -4.400 1.379 -4.872
H -3.593 0.367 -2.784
H -1.925 -1.718 -2.199
H -3.632 -3.377 -1.545
H -5.111 -2.932 0.393
H -4.905 -0.804 1.639
H -3.186 0.864 0.960
S -1.637 3.427 6.258
C -2.082 2.455 7.592
C -1.958 1.132 7.310
C -1.489 0.906 5.984
C -1.261 2.059 5.285
C -0.776 2.216 3.904
C -0.638 1.001 3.069
N -0.294 0.950 1.853
C -0.067 2.186 1.095
C 0.077 3.470 1.969
C 1.323 4.936 0.862
C 1.826 5.026 -0.531
C 2.019 3.916 -1.285
C 2.545 3.888 -2.632
C 2.487 2.761 -3.404
C 1.944 1.575 -2.878
N 1.598 1.552 -1.579
C 1.726 2.593 -0.777
C 2.953 2.744 -4.804
C 3.356 1.665 -5.538
C 3.739 2.001 -6.867
C 3.618 3.333 -7.117
S 3.035 4.177 -5.749
C -0.389 3.369 3.363
H -2.412 2.913 8.510
H -2.188 0.346 8.013
H -1.314 -0.082 5.583
H -0.840 0.045 3.558
H 1.731 5.764 1.443
H 2.080 5.998 -0.937
H 2.987 4.796 -3.029
H 1.696 0.716 -3.481
H 3.397 0.665 -5.131
H 4.091 1.285 -7.595
H 3.836 3.862 -8.030
H -0.373 4.280 3.958
C -1.150 -5.754 1.977
N -1.400 -4.461 1.341
N -0.560 -4.115 0.285
C -0.335 -2.757 0.318
O 0.233 -2.169 -0.628
C -0.953 -2.271 1.504
C -1.564 -3.325 2.092
C -2.311 -3.389 3.378
C -0.548 -4.918 -0.888
C -1.657 -5.693 -1.206
C -1.639 -6.471 -2.354
C -0.532 -6.460 -3.190
C 0.564 -5.672 -2.866
C 0.569 -4.904 -1.712
H -0.758 -6.438 1.231
H -2.088 -6.158 2.353
H -0.430 -5.668 2.794
H -0.951 -1.232 1.776
H -2.592 -2.382 3.682
H -1.698 -3.827 4.169
H -3.217 -3.986 3.280
H -2.531 -5.670 -0.568
H -2.503 -7.075 -2.600
H -0.524 -7.062 -4.089
H 1.430 -5.656 -3.515
H 1.420 -4.291 -1.455

As for the energy above the lowest of the compared OMol25 structures with the same formula, charge and spin: 3.439 eV. For the strongest force on any atom, the calculation gives 0.45 eV Å⁻¹. Its gap between HOMO and LUMO is 5.24 eV. The calculation puts the molar mass at 1012.55 g/mol. The value obtained for the calculated total energy is -3814.41319 Eh. The calculation puts the highest occupied orbital energy at -5.097 eV. The LUMO energy comes out at 0.14 eV.

These are the Mulliken partial charges, in e, on atoms 1 to 99:
1. Pd 0.230
2. C -1.044
3. C 0.150
4. C -1.278
5. C -0.604
6. C -0.651
7. O -0.363
8. C -0.014
9. N 0.663
10. C -0.675
11. C -0.887
12. C -0.454
13. C -1.902
14. C -0.283
15. C 0.040
16. P 2.133
17. C 0.334
18. C 0.227
19. C -1.080
20. C -0.699
21. C -0.804
22. C -0.989
23. C 0.489
24. C -0.130
25. C -0.634
26. C -0.792
27. C -0.819
28. C -0.641
29. H 0.540
30. H 0.525
31. H -0.241
32. H 0.316
33. H -0.061
34. H 0.436
35. H 0.513
36. H 0.746
37. H 0.256
38. H 0.400
39. H 0.468
40. H 0.733
41. H 0.302
42. H 0.562
43. H 0.480
44. H 0.524
45. H 0.385
46. H 0.428
47. H 0.335
48. H 0.498
49. H 0.611
50. H 0.426
51. H 0.456
52. H 0.440
53. S -0.153
54. C -0.395
55. C -0.584
56. C -0.463
57. C 0.176
58. C 0.443
59. C -0.152
60. N 0.732
61. C -0.754
62. C 1.339
63. C -0.440
64. C -1.890
65. C 2.081
66. C -1.846
67. C 1.625
68. C -1.903
69. N 0.590
70. C 0.950
71. C -0.186
72. C -0.553
73. C -0.569
74. C -0.419
75. S -0.114
76. C -1.197
77. H 0.431
78. H 0.378
79. H 0.399
80. H -0.050
81. H 0.616
82. H 0.314
83. H 0.465
84. H 0.186
85. H 0.469
86. H 0.380
87. H 0.427
88. H 0.322
89. C -1.207
90. N 0.439
91. N 0.992
92. C 0.135
93. O -0.892
94. C 0.051
95. C 0.636
96. C -2.003
97. C -0.014
98. C 0.333
99. C -0.927

---

# 2
This record from the OMol25 dataset describes C55H49AsBr2ILuN6O12P as an isolated structure. The level of theory is wB97M-V/def2-TZVPD.

Atoms and positions in Å:
Lu -0.285 0.065 -0.629
O 0.632 -2.755 -3.068
C -0.128 -1.781 -3.072
O 0.157 -0.602 -2.661
C -1.579 -2.043 -3.383
C -2.073 -2.530 -4.552
C -3.418 -2.920 -4.618
C -4.216 -2.924 -3.506
C -3.699 -2.473 -2.301
C -2.402 -1.908 -2.215
O -1.951 -1.336 -1.168
N -4.554 -2.605 -1.119
O -5.755 -2.750 -1.295
O -4.044 -2.546 -0.014
N -3.964 -3.402 -5.888
O -5.121 -3.782 -5.919
O -3.226 -3.398 -6.859
H -1.445 -2.643 -5.425
H -5.227 -3.295 -3.558
Br 2.724 1.774 -2.951
C 2.156 3.137 -1.782
C 2.426 4.468 -2.140
C 1.998 5.496 -1.359
Br 2.394 7.279 -1.896
C 1.272 5.246 -0.173
C 0.742 6.249 0.671
C 0.047 5.903 1.791
C -0.120 4.536 2.087
N 0.349 3.582 1.325
C 1.031 3.900 0.189
C 1.464 2.798 -0.629
O 1.193 1.580 -0.276
H 2.971 4.670 -3.052
H 0.893 7.288 0.412
H -0.378 6.654 2.446
H -0.660 4.227 2.979
O -1.196 -1.591 1.283
H -1.507 -0.934 1.918
H -1.986 -1.862 0.784
O -0.208 0.924 1.910
H 0.000 1.876 1.705
H 0.589 0.584 2.338
O 0.838 -2.287 -0.414
H 0.293 -2.970 -0.009
H 0.986 -2.572 -1.345
I -1.701 2.306 -1.850
C 4.110 -1.931 0.608
C 5.339 -1.983 1.504
As 6.559 -3.461 1.035
C 6.971 -2.841 -0.773
C 6.671 -3.677 -1.845
C 6.876 -3.252 -3.155
C 7.385 -1.984 -3.399
C 7.692 -1.142 -2.334
C 7.487 -1.569 -1.028
C 8.152 -2.751 1.934
C 9.412 -2.877 1.348
C 10.542 -2.367 1.975
C 10.430 -1.730 3.206
C 9.184 -1.621 3.809
C 8.054 -2.131 3.178
P 2.943 -0.494 0.813
C 4.072 0.952 0.643
C 5.076 0.929 -0.326
C 5.830 2.061 -0.609
C 5.578 3.253 0.056
C 4.557 3.304 0.997
C 3.812 2.168 1.282
C 2.736 -0.633 2.659
C 1.676 -1.448 3.077
C 1.448 -1.704 4.426
C 2.281 -1.150 5.387
C 3.344 -0.348 4.990
C 3.572 -0.095 3.643
H 3.481 -2.811 0.761
H 4.393 -1.936 -0.449
H 5.042 -2.142 2.542
H 5.915 -1.056 1.466
H 6.265 -4.663 -1.656
H 6.632 -3.908 -3.982
H 7.539 -1.648 -4.418
H 8.084 -0.149 -2.521
H 7.728 -0.906 -0.204
H 9.511 -3.365 0.385
H 11.511 -2.459 1.497
H 11.310 -1.324 3.692
H 9.087 -1.130 4.771
H 7.090 -2.035 3.667
H 5.263 0.021 -0.889
H 6.602 2.016 -1.370
H 6.155 4.140 -0.173
H 4.327 4.235 1.500
H 2.990 2.244 1.984
H 1.013 -1.878 2.333
H 0.613 -2.329 4.722
H 2.107 -1.347 6.439
H 4.008 0.079 5.734
H 4.417 0.516 3.359
C -3.934 5.919 -1.433
C -4.472 5.425 -0.114
C -3.601 5.081 0.920
C -4.070 4.614 2.135
C -5.436 4.435 2.337
N -5.966 3.922 3.559
C -5.376 3.042 4.448
O -5.648 3.055 5.636
N -4.467 2.145 3.927
C -4.415 1.575 2.629
C -5.529 1.371 1.831
C -5.341 0.853 0.562
C -4.059 0.560 0.131
N -2.988 0.718 0.908
C -3.176 1.198 2.135
C -6.315 4.786 1.325
C -5.833 5.285 0.118
H -3.269 6.774 -1.290
H -4.742 6.221 -2.102
H -3.354 5.135 -1.926
H -2.530 5.176 0.765
H -3.372 4.364 2.923
H -6.753 4.404 3.958
H -3.884 1.726 4.631
H -6.520 1.612 2.195
H -6.185 0.680 -0.095
H -3.872 0.211 -0.876
H -2.284 1.334 2.740
H -7.382 4.653 1.475
H -6.537 5.545 -0.666

The net charge is -1. As for the energy above the lowest of the compared OMol25 structures with the same formula, charge and spin: 0.140 eV. For the strongest force on any atom, the calculation gives 0.91 eV Å⁻¹. Its gap between HOMO and LUMO is 7.41 eV. The calculation puts the molar mass at 1553.60 g/mol. The value obtained for the calculated total energy is -12615.36491 Eh. The calculation puts the highest occupied orbital energy at -5.520 eV. The LUMO energy comes out at 1.89 eV.

These are the Mulliken partial charges, in e, on atoms 1 to 99:
1. Lu 0.960
2. O -0.810
3. C -0.243
4. O -0.470
5. C 0.717
6. C -0.526
7. C -0.549
8. C -0.264
9. C -1.121
10. C 0.749
11. O 0.504
12. N 1.011
13. O -0.671
14. O -0.564
15. N 1.040
16. O -0.651
17. O -0.650
18. H 0.608
19. H 0.622
20. Br -0.141
21. C 0.504
22. C -0.455
23. C 0.002
24. Br -0.273
25. C 0.999
26. C -0.965
27. C -0.919
28. C -0.828
29. N -0.016
30. C 0.049
31. C -0.735
32. O 1.110
33. H 0.480
34. H 0.354
35. H 0.462
36. H 0.483
37. O -0.720
38. H 0.178
39. H 0.337
40. O -0.428
41. H 0.457
42. H 0.312
43. O -0.488
44. H 0.244
45. H 0.246
46. I -0.636
47. C -1.451
48. C -0.778
49. As 0.251
50. C 0.063
51. C -0.511
52. C -0.582
53. C -0.489
54. C -0.571
55. C 0.133
56. C 0.142
57. C -0.268
58. C -0.581
59. C -0.433
60. C -0.562
61. C -0.242
62. P 0.452
63. C 0.273
64. C -0.754
65. C -0.657
66. C -0.911
67. C -0.624
68. C -0.466
69. C 0.279
70. C -0.228
71. C -0.481
72. C -0.717
73. C -0.675
74. C -0.654
75. H 0.721
76. H 0.674
77. H 0.695
78. H 0.505
79. H 0.340
80. H 0.415
81. H 0.399
82. H 0.349
83. H 0.440
84. H 0.408
85. H 0.371
86. H 0.363
87. H 0.381
88. H 0.338
89. H 0.687
90. H 0.410
91. H 0.400
92. H 0.445
93. H 0.480
94. H 0.173
95. H 0.481
96. H 0.357
97. H 0.429
98. H 0.448
99. C -1.264